# 1
110
Properties=species:S:1:pos:R:3:lowdin_charge:R:1 method="wB97M-V/def2-TZVPD" charge=+1 gap_ev=7.72 energy_ha=-4145.49479
C -1.04398 -1.64600 4.25674 0.104
C -1.41152 -0.81456 3.30420 -0.104
N -1.93809 -1.34855 2.06620 0.041
C -3.25610 -2.00633 2.10778 -0.069
C -4.39177 -1.00224 2.26127 -0.036
C -5.76190 -1.62594 2.06370 -0.443
F -6.68860 -0.78293 2.53129 0.145
F -5.81032 -2.74473 2.82910 0.129
C -6.05348 -2.06444 0.59126 -0.352
F -5.27348 -1.37792 -0.24352 0.117
F -5.63084 -3.34874 0.49180 0.145
C -7.52944 -2.10324 0.11978 -0.374
F -7.53899 -2.63725 -1.10173 0.172
F -8.13909 -2.97942 0.93704 0.176
C -8.45892 -0.84363 0.11125 -0.434
F -9.52610 -1.22713 -0.59479 0.145
F -8.90261 -0.56176 1.32026 0.154
S -7.78924 0.74987 -0.70017 0.768
F -6.58090 0.70572 0.33323 -0.128
F -6.98565 -0.12311 -1.73825 -0.115
F -8.98799 0.84186 -1.71045 -0.108
F -8.60431 1.64555 0.31266 -0.112
F -7.15602 2.04232 -1.32567 -0.096
C -1.23408 -1.21813 1.00395 -0.316
N 0.02177 -0.67888 0.94220 0.168
C 0.66343 -1.26037 -0.27609 -0.218
C 2.15482 -1.67832 -0.13110 -0.076
C 2.44902 -2.81000 -1.09206 -0.254
C 2.77878 -4.08047 -0.60939 -0.047
C 3.02408 -5.15656 -1.46940 -0.021
C 2.93267 -4.96355 -2.85849 -0.266
C 3.15954 -6.12446 -3.79033 -0.045
C 2.63275 -3.68523 -3.34831 -0.028
C 2.39607 -2.61537 -2.47618 -0.037
C -0.35409 -2.34791 -0.68875 -0.274
N -0.23505 -3.51092 0.18288 0.120
N -1.63358 -1.69126 -0.25988 -0.032
P -2.41113 -0.57163 -1.22833 0.404
O -3.12363 0.38970 -0.39559 -0.209
O -3.34885 -1.40027 -2.20934 -0.071
O -1.35809 0.13397 -2.18978 -0.087
H -1.30106 -2.69242 4.17564 0.084
H -0.49519 -1.33643 5.12889 0.082
H -1.39515 0.25726 3.41918 0.131
H -3.23923 -2.63743 2.98907 0.131
H -3.34508 -2.66917 1.25521 0.131
H -4.25753 -0.10341 1.66679 0.116
H -4.41508 -0.67750 3.30140 0.142
H 0.04480 0.32872 1.02727 0.161
H 0.71676 -0.41673 -0.96048 0.132
H 2.38017 -1.97059 0.88962 0.112
H 2.75314 -0.83024 -0.44443 0.121
H 2.83556 -4.22846 0.46169 0.113
H 3.26493 -6.13132 -1.07676 0.111
H 2.19060 -6.41632 -4.19986 0.086
H 3.77637 -5.85136 -4.64012 0.083
H 3.54249 -6.98985 -3.26373 0.076
H 2.58132 -3.54937 -4.41975 0.114
H 2.17530 -1.64468 -2.90286 0.117
H -0.32327 -2.61094 -1.73619 0.151
H 0.58391 -3.43104 0.77163 0.075
H -0.10829 -4.35681 -0.35619 0.097
H -2.85799 -2.13902 -2.59975 0.099
H -1.61369 0.10469 -3.12037 0.109
C 6.28079 2.63156 1.43746 -0.104
O 6.22582 1.44399 2.19661 -0.193
C 4.94224 0.85786 2.18762 -0.216
C 5.01135 -0.59567 2.60352 -0.185
O 5.44270 -1.46814 1.56593 -0.145
C 6.83052 -1.42008 1.24205 -0.176
C 7.72381 -2.07476 2.27017 -0.207
O 7.93981 -1.20831 3.36862 -0.199
C 8.38499 -1.89922 4.51537 -0.107
H 5.59624 3.38905 1.83606 0.089
H 7.29759 3.01256 1.49452 0.092
H 6.03690 2.43605 0.38642 0.088
H 4.49955 0.92707 1.18416 0.119
H 4.30428 1.40413 2.89872 0.128
H 3.99378 -0.91871 2.84316 0.116
H 5.61578 -0.72163 3.50303 0.125
H 7.15140 -0.39850 1.03573 0.124
H 6.92098 -1.98903 0.31448 0.128
H 8.69286 -2.30556 1.80733 0.131
H 7.26108 -3.01023 2.60914 0.128
H 7.63972 -2.63330 4.84415 0.088
H 8.52703 -1.16717 5.30719 0.090
H 9.33658 -2.40816 4.32727 0.091
C -1.96143 3.19503 -0.67826 -0.123
O -1.25858 4.37693 -0.97359 -0.184
C 0.04225 4.11019 -1.46051 -0.210
C 0.60719 5.30505 -2.19551 -0.183
O 0.12051 5.44444 -3.51949 -0.127
C -1.20458 5.93886 -3.67221 -0.180
C -1.33951 7.42106 -3.41042 -0.207
O -1.39251 7.67944 -2.01834 -0.201
C -1.08201 9.02159 -1.71347 -0.109
H -1.44725 2.61532 0.10233 0.074
H -2.94854 3.46999 -0.31359 0.096
H -2.08479 2.58038 -1.57196 0.065
H 0.02209 3.24766 -2.14065 0.123
H 0.69362 3.87544 -0.60357 0.125
H 1.68210 5.14433 -2.30580 0.128
H 0.46639 6.22145 -1.61950 0.125
H -1.91250 5.36920 -3.06715 0.122
H -1.44917 5.76496 -4.72189 0.128
H -2.26814 7.78455 -3.87137 0.130
H -0.48972 7.94620 -3.86283 0.130
H -0.06428 9.27090 -2.03512 0.089
H -1.14516 9.13806 -0.63367 0.088
H -1.79069 9.70989 -2.18700 0.090


# 2
111
Properties=species:S:1:pos:R:3:lowdin_charge:R:1 method="wB97M-V/def2-TZVPD" charge=+1 gap_ev=9.07 energy_ha=-4851.42880
Ba -12.50757 9.79989 28.22296 1.970
N -12.53874 7.07338 26.34264 -0.638
O -11.47995 7.61781 26.50530 -0.085
O -12.59414 5.95527 25.85784 -0.003
O -13.59689 7.54759 26.77777 -0.151
C -11.72358 2.93931 26.93885 0.031
N -11.29721 1.58958 26.51589 -0.410
O -12.13012 0.76302 26.14682 0.082
O -10.07756 1.41707 26.60323 0.048
H -12.80634 2.94473 26.81358 0.074
H -11.32385 3.74545 26.32368 0.065
H -11.43626 3.13283 27.97234 0.096
C -15.68786 4.63962 24.95012 0.038
N -15.26501 3.20686 25.09728 -0.442
O -15.14316 2.55706 24.13361 0.121
O -15.27348 2.82819 26.28602 0.021
H -14.73069 5.11849 24.74369 0.062
H -16.09980 5.05104 25.87159 0.088
H -16.25608 4.75117 24.02666 0.101
C -12.59673 5.50186 22.39408 0.052
N -13.49213 6.63215 22.03342 -0.384
O -12.96898 7.59536 21.39586 0.023
O -14.69037 6.64901 22.31646 0.051
H -12.02737 5.19378 21.51714 0.108
H -13.21689 4.64577 22.65979 0.091
H -12.01260 5.78727 23.26896 0.086
C -9.34999 13.17108 24.69582 -0.085
O -10.56435 12.67564 24.11676 -0.170
P -11.79564 12.29905 25.04704 0.503
O -11.49972 11.64775 26.34177 -0.384
O -12.77363 11.43450 24.11490 -0.197
C -12.39269 10.13314 23.73345 -0.094
O -12.62181 13.77568 25.17927 -0.207
C -13.87577 13.88489 25.77099 -0.134
H -9.08061 12.92145 25.72208 0.069
H -9.16614 14.24166 24.60549 0.098
H -8.54173 12.72185 24.11873 0.094
H -11.68215 9.75339 24.46764 0.071
H -12.03567 9.96379 22.71761 0.097
H -13.30528 9.53715 23.72388 0.074
H -13.80437 14.27194 26.78745 0.099
H -14.37463 12.91732 25.82628 0.041
H -14.54292 14.43001 25.10325 0.104
C -16.80385 8.00439 26.62331 -0.099
O -17.09252 9.31793 26.16819 -0.220
P -15.93804 10.35768 25.66866 0.501
O -14.81010 10.45161 26.61754 -0.369
O -16.88796 11.66122 25.36818 -0.210
C -17.15982 12.56063 26.39856 -0.118
O -15.58803 9.80952 24.18990 -0.217
C -16.70305 9.49622 23.36025 -0.083
H -17.73240 7.43815 26.69591 0.100
H -16.33616 7.94016 27.60577 0.082
H -16.10942 7.52209 25.93538 0.067
H -16.32933 12.58909 27.10394 0.076
H -18.10764 12.32311 26.88159 0.102
H -17.19712 13.55621 25.95635 0.099
H -16.91080 8.43335 23.48367 0.084
H -16.40257 9.51147 22.31259 0.104
H -17.62078 10.03662 23.59229 0.095
C -6.99693 1.55426 24.86719 -0.083
O -6.58804 2.41863 25.98768 -0.206
P -6.79456 4.01366 25.72401 0.485
O -6.72818 4.70247 27.06324 -0.260
O -5.61094 4.28370 24.66172 -0.221
C -5.06252 5.59488 24.51958 -0.093
O -8.16287 4.14465 24.83275 -0.223
C -8.95767 5.31810 25.03610 -0.097
H -8.05803 1.30529 24.87998 0.071
H -6.43146 0.62691 24.77576 0.091
H -6.79293 2.06916 23.92837 0.073
H -5.24816 6.01694 23.53191 0.091
H -4.01780 5.52790 24.82321 0.098
H -5.52969 6.29734 25.20979 0.062
H -8.66401 5.99309 25.83999 0.064
H -9.96462 4.92502 25.17624 0.063
H -8.94231 5.86880 24.09558 0.091
C -13.43704 6.36006 32.15188 -0.165
O -12.22641 5.99124 31.67786 -0.175
P -11.85374 6.20292 30.10299 0.533
O -11.99996 7.60934 29.59876 -0.457
O -10.37911 5.58302 29.99418 -0.172
C -9.69358 5.75016 28.78164 -0.095
O -12.70035 5.06895 29.30313 -0.205
C -14.10053 5.11360 29.13414 -0.091
H -13.35212 7.07072 32.97399 0.102
H -13.90581 5.42255 32.45092 0.106
H -14.15935 6.80675 31.46862 0.081
H -9.74376 6.80274 28.50302 0.061
H -10.12234 5.10787 28.01239 0.081
H -8.62551 5.57193 28.90633 0.093
H -14.35068 6.17426 29.11134 0.065
H -14.69650 4.75240 29.97227 0.096
H -14.45246 4.68028 28.19794 0.084
C -6.94593 8.26263 28.07147 -0.093
O -7.22992 9.61381 28.39982 -0.207
P -8.53643 10.38918 27.78444 0.496
O -9.76142 9.63445 28.02098 -0.387
O -8.45497 11.90817 28.31561 -0.191
C -8.33078 12.11174 29.70658 -0.101
O -8.22098 10.54231 26.15860 -0.226
C -8.47375 9.39720 25.32097 -0.083
H -6.18649 8.27310 27.28965 0.095
H -7.81078 7.72475 27.68312 0.052
H -6.57388 7.64240 28.88694 0.104
H -8.20213 11.19548 30.28280 0.090
H -9.29002 12.44875 30.09950 0.088
H -7.57556 12.84338 29.99371 0.105
H -9.19067 9.79768 24.60421 0.082
H -8.83004 8.48520 25.79994 0.065
H -7.63125 9.12233 24.68637 0.095


# 3
21
Properties=species:S:1:pos:R:3:nbo_charge:R:1 method="wB97M-V/def2-TZVPD" charge=0 gap_ev=10.27 energy_ha=-474.65696 e_above_lowest_ev=2.972 smiles="[H]/N=C(/C)NC=O.C#CCN"
H 3.55144 -1.90955 -2.32061 0.319
N 3.07850 -1.28282 -2.98358 -0.648
C 2.18879 -0.59376 -2.37972 0.457
C 1.38769 0.41177 -3.15741 -0.685
N 1.85078 -0.76745 -1.01634 -0.643
C 0.86890 -0.23418 -0.22534 0.541
O 0.14725 0.72714 -0.43183 -0.592
H 0.42391 -0.03091 -3.47320 0.239
H 1.94870 0.68321 -4.06112 0.240
H 1.19732 1.31827 -2.57709 0.245
H 2.35216 -1.53005 -0.58794 0.396
H 0.83360 -0.77870 0.73013 0.131
C -3.81089 -0.85844 3.16924 -0.244
C -3.12410 0.03641 2.71210 -0.014
C -2.33263 1.13989 2.17293 -0.306
N -0.89923 0.97173 2.48936 -0.813
H -4.41961 -1.63880 3.56529 0.234
H -2.75355 2.08601 2.56413 0.197
H -2.44550 1.17660 1.06735 0.233
H -0.75985 1.28865 3.44313 0.348
H -0.38356 1.65781 1.92782 0.366